Entry 1:
Entry from the Open Molecules 2025 dataset: 2 unconnected molecules or ions with the total composition C4H8NS in a non-equilibrium geometry (ωB97M-V/def2-TZVPD).

Last column: Mulliken charge in e.
Atoms and positions in Å:
H  1.536  0.787  1.350  0.38
H  1.552  0.441  -1.683  0.21
C  -0.973  0.892  0.698  -0.76
C  -1.282  -0.246  0.141  0.54
C  1.190  0.245  0.375  0.00
H  -0.677  1.139  1.747  0.34
H  -1.146  -1.711  -1.365  0.27
H  1.459  -1.998  1.385  0.22
S  1.291  -1.477  0.173  -0.16
H  -1.243  1.772  0.141  0.32
C  -1.773  -1.244  -0.548  -0.63
H  1.381  1.800  -0.844  0.24
H  -2.828  -1.238  -0.770  0.32
N  1.512  0.837  -0.798  -0.28

As for the total charge: +1. Its HOMO energy is -0.5110 Eh. For the HOMO-LUMO gap, the calculation gives 0.32698 Ha.

---

Entry 2:
Entry from the Open Molecules 2025 dataset: a molecular structure, C34H29BCoN12O2S in a non-equilibrium geometry (ωB97M-V/def2-TZVPD).

Last column: Mulliken charge in e.
Atoms and positions in Å:
H  3.235  0.219  1.081  0.45
H  3.926  4.680  -1.319  0.52
C  -2.427  0.662  -1.004  -0.46
H  1.934  -0.228  5.130  0.32
H  -2.622  -3.751  1.459  0.50
H  -1.675  -2.650  3.782  0.53
H  -2.854  -3.391  -5.513  0.37
C  0.579  -2.593  -2.291  0.46
H  -1.537  3.253  0.374  0.59
H  0.518  -2.226  -5.643  0.42
H  -0.824  -3.720  -1.130  0.83
H  -2.817  0.360  -0.045  0.78
C  -1.557  2.811  1.357  -0.28
C  -0.567  -3.361  -2.116  -0.59
C  -1.808  -3.645  -5.687  -1.53
H  -4.305  0.520  -2.006  0.53
H  3.539  -1.133  -2.456  0.77
C  -2.231  3.232  2.494  -1.71
C  -2.786  -0.548  6.176  -0.51
S  1.515  -2.169  -0.873  1.07
C  4.278  2.162  -2.326  -0.71
C  4.341  0.830  -2.688  -1.31
N  -1.242  -0.792  1.196  0.71
C  0.203  -2.529  -4.653  -1.14
C  -0.967  -3.275  -4.502  0.91
H  -3.369  1.354  -4.177  0.59
H  -1.475  -3.144  -6.592  0.37
C  2.675  0.125  1.994  -0.03
N  1.398  -0.434  -0.831  -0.11
C  2.380  0.311  -1.326  0.99
C  -1.933  2.280  3.455  0.09
C  3.435  -0.094  -2.198  -1.08
B  -0.591  0.014  3.488  0.40
C  3.152  -0.041  3.285  -1.84
H  4.174  -0.115  3.608  0.49
N  -1.126  -0.221  4.865  0.12
H  4.987  2.875  -2.727  0.50
C  -1.627  -0.691  6.965  -0.74
C  -2.748  1.246  -3.298  -0.28
H  0.670  3.525  1.203  0.55
N  0.939  0.004  3.281  0.28
C  -0.762  2.103  -4.515  -0.35
H  -2.210  -4.313  -3.095  0.48
C  3.294  2.614  -1.403  0.96
C  -1.402  1.591  -3.335  0.00
N  -1.117  0.958  -1.048  0.96
H  -3.818  -0.628  6.478  0.48
H  1.894  -1.633  -3.710  0.30
H  0.459  -0.485  6.296  0.34
N  -1.113  -1.076  2.512  0.14
Co  0.111  0.456  0.514  -0.53
H  -2.862  4.096  2.603  0.51
H  -2.027  -1.886  -0.424  1.03
H  -2.260  2.190  4.475  0.53
C  3.222  3.944  -0.950  -0.94
C  0.979  -2.189  -3.560  -0.32
N  1.341  0.170  2.001  0.99
C  -0.628  1.428  -2.197  -0.11
N  -0.201  2.509  -5.430  -0.46
C  -1.646  -2.265  2.776  -0.06
N  -1.124  1.365  2.911  0.27
C  2.018  -0.105  4.068  0.40
N  -0.864  1.700  1.632  0.69
C  -3.261  0.782  -2.101  -1.36
C  -1.327  -3.698  -3.222  -0.85
C  -1.825  -1.863  0.633  -0.63
H  0.415  1.689  -2.239  0.67
H  -1.562  -0.905  8.017  0.46
O  2.897  -2.487  -1.039  -0.72
H  2.185  5.281  0.362  0.53
C  -0.596  -0.476  6.096  -0.11
H  5.117  0.496  -3.363  0.49
O  0.820  -2.583  0.301  -0.59
C  2.357  1.700  -0.906  -0.03
N  1.413  2.041  -0.004  0.78
C  -2.121  -2.810  1.592  -1.65
N  -2.490  -0.270  4.925  -1.06
C  1.395  3.289  0.440  -0.30
C  2.271  4.275  -0.023  -1.15
H  -1.766  -4.722  -5.858  0.35

As for the total charge: +2. The spin multiplicity is 2. Its expectation value of S² is 0.789. Its HOMO energy (alpha / beta) is -0.5039 / -0.5039 Eh. For the HOMO-LUMO gap (alpha / beta), the calculation gives 0.26532 / 0.19295 Ha.

---

Entry 3:
Entry from the Open Molecules 2025 dataset: 2 unconnected molecules or ions with the total composition Cl2H4OSi2 in a non-equilibrium geometry (ωB97M-V/def2-TZVPD).

Last column: Mulliken charge in e.
Atoms and positions in Å:
H  -1.165  -0.472  2.223  -0.06
H  2.607  1.042  -1.674  -0.17
Cl  1.863  -0.443  0.857  -0.23
Si  1.518  0.465  -0.910  0.71
Cl  0.835  2.265  -0.384  -0.22
Si  -1.847  -0.796  0.979  0.40
H  -3.259  -1.180  0.964  -0.06
H  0.617  -0.377  -1.708  -0.10
O  -1.169  -0.503  -0.347  -0.28

Its HOMO energy is -0.3858 Eh. For the HOMO-LUMO gap, the calculation gives 0.36071 Ha.

---

Entry 4:
Entry from the Open Molecules 2025 dataset: 2 unconnected molecules or ions with the total composition C4H6O2 (ωB97M-V/def2-TZVPD).

Last column: Mulliken charge in e.
Atoms and positions in Å:
C  0.207  0.856  0.152  -0.47
H  -1.498  -1.744  -1.495  0.28
O  -2.472  -0.308  -0.437  -0.46
O  1.717  -0.538  0.352  -0.20
H  -0.193  1.327  -0.751  0.30
H  -0.441  1.123  0.993  0.26
H  2.338  1.313  -0.392  0.23
C  -1.920  -1.381  -0.539  -0.09
C  0.431  -0.653  0.065  -0.12
C  1.713  0.917  0.410  -0.25
H  -1.847  -2.099  0.297  0.28
H  2.061  1.270  1.383  0.23

Its HOMO energy is -0.3314 Eh. For the HOMO-LUMO gap, the calculation gives 0.36037 Ha.

---

We obtain ΔE to the lowest compared entry with this formula, charge and spin values of 71.70 0.00 72.01 107.93 kcal per mole for the records listed above, in that order.
We obtain molar mass values of 102.18 739.50 147.11 86.09 g mol⁻¹ for the records listed above, in that order.
We obtain energy values of -16592.2972 -106831.8446 -42913.8466 -8335.7808 eV for the records listed above, in that order.